[1]
C28H42N4O4RuSSb2 as an isolated structure, computed with ωB97M-V with the def2-TZVPD basis set.

```
82
Properties=species:S:1:pos:R:3:forces:R:3
Ru -0.1024 0.9722 -0.6058 -0.02 3.09 -3.24
C 6.1140 -2.6572 0.2446 0.10 0.00 -0.02
C 5.3918 -1.3514 0.1476 -0.12 -0.01 -0.11
C 4.6655 -1.0564 -1.0026 0.14 0.08 0.14
C 3.8747 0.0736 -1.0616 0.06 -0.06 -0.33
C 3.8174 0.9276 0.0221 -0.46 0.27 -0.04
C 4.5775 0.6893 1.1513 0.19 0.09 0.09
C 5.3724 -0.4453 1.2031 -0.11 0.11 0.00
S 2.5300 2.1621 0.0438 0.15 -0.01 -0.63
O 3.0215 3.4885 0.2449 0.19 -0.07 -0.11
O 1.6296 1.6520 1.1085 -0.51 -0.06 -0.21
N 1.7266 1.9231 -1.3219 -1.06 -1.89 3.40
C 1.7070 2.7301 -2.4730 -0.74 0.54 -1.69
C 0.4702 2.2770 -3.3910 2.75 2.38 0.13
O 0.3488 2.8402 -4.4510 -0.41 -0.27 -0.18
O -0.2461 1.3667 -2.8962 -2.12 -1.94 2.31
H 5.3953 -3.4772 0.2108 0.03 -0.08 0.04
H 6.6795 -2.7277 1.1675 0.09 -0.07 0.09
H 6.7941 -2.7907 -0.5934 0.09 -0.03 -0.05
H 4.7052 -1.7298 -1.8476 -0.01 -0.06 -0.06
H 3.2831 0.2939 -1.9371 -0.01 -0.07 -0.07
H 4.5308 1.3764 1.9825 0.04 0.04 0.15
H 5.9566 -0.6455 2.0895 0.05 -0.02 0.08
H 2.6090 2.6145 -3.0886 -0.14 0.02 0.10
H 1.5812 3.8007 -2.2532 0.05 -0.23 -0.02
C -4.0110 -0.3670 -2.9628 0.28 0.72 0.44
Sb -2.2616 -0.4548 -1.6751 0.38 -1.34 0.26
C -1.1001 -1.7226 -2.9641 -0.04 0.31 0.24
C -3.0273 -2.0041 -0.2531 0.13 0.99 -0.25
C -2.3596 -3.3097 -0.4104 0.32 -0.59 -0.14
C -2.8009 -4.1568 -1.4280 0.00 0.05 0.25
C -2.2327 -5.3950 -1.6438 0.05 -0.11 0.04
C -1.1957 -5.8205 -0.8276 -0.01 0.02 -0.12
C -0.7242 -4.9837 0.1646 -0.13 0.09 0.01
C -1.2817 -3.7260 0.3906 -0.41 -0.27 -0.52
C -0.7116 -2.8889 1.4627 0.21 1.06 -0.08
Sb 0.5964 -1.2621 0.6590 0.53 -1.83 0.39
C 2.0418 -1.4150 2.2567 -0.30 0.49 -0.15
C 1.6275 -2.5169 -0.7837 -0.29 0.34 0.10
H -4.8889 -0.0961 -2.3851 -0.04 0.04 0.07
H -4.1570 -1.3402 -3.4193 0.24 -0.20 0.12
H -3.8418 0.3782 -3.7331 0.04 0.06 -0.08
H -1.1742 -2.7580 -2.6371 0.01 0.06 0.01
H -0.0682 -1.3828 -2.9343 0.01 0.00 -0.07
H -1.4774 -1.6261 -3.9782 -0.01 0.06 -0.06
H -4.0864 -2.0798 -0.4864 -0.10 0.03 0.07
H -2.9033 -1.5863 0.7442 -0.13 0.06 -0.02
H -3.6134 -3.8215 -2.0551 -0.17 0.00 -0.11
H -2.5998 -6.0282 -2.4354 -0.05 -0.09 -0.08
H -0.7575 -6.7947 -0.9675 0.08 -0.13 -0.03
H 0.0852 -5.3068 0.8007 0.15 -0.10 0.08
H -0.0648 -3.4830 2.1037 0.15 0.15 0.06
H -1.4769 -2.4130 2.0736 0.04 0.04 0.10
H 2.7934 -2.1488 1.9803 -0.04 -0.08 -0.13
H 1.5407 -1.7231 3.1703 -0.12 -0.04 0.01
H 2.5186 -0.4550 2.4148 0.03 0.07 0.00
H 2.5071 -2.9515 -0.3169 0.04 0.05 0.10
H 1.9304 -1.9205 -1.6410 0.00 -0.04 0.02
H 0.9586 -3.3116 -1.1054 -0.10 0.02 -0.02
C -1.6935 3.2874 4.0685 -0.16 -0.22 -0.10
C -1.2776 1.8932 3.6187 -0.29 0.15 0.24
N -1.0436 1.8891 2.1859 0.31 0.28 0.14
C -1.7252 2.7454 1.3620 0.23 -0.58 -0.05
N -1.4260 2.6480 0.0898 1.09 -1.57 -0.45
C -2.0054 3.5273 -0.8990 -0.05 0.07 -0.59
C -2.5902 4.7862 -0.2675 0.05 -0.36 0.11
C -3.4514 4.3763 0.9213 -0.14 0.15 -0.37
N -2.6665 3.5753 1.8463 0.34 -0.06 -0.09
C -2.9302 3.6828 3.2695 0.10 0.01 0.51
H -0.8835 3.9938 3.8748 -0.01 0.01 0.03
H -1.9155 3.2937 5.1335 -0.05 0.05 0.03
H -2.0797 1.1784 3.8407 0.13 0.05 0.16
H -0.3693 1.5623 4.1236 -0.06 -0.01 -0.08
H -0.0643 1.7840 1.9086 -0.43 0.13 0.07
H -2.7794 2.9740 -1.4542 0.08 0.17 0.03
H -1.2227 3.7849 -1.6219 -0.21 0.02 0.04
H -3.1867 5.3270 -1.0002 0.02 0.01 -0.01
H -1.7814 5.4369 0.0688 -0.02 0.04 0.03
H -4.3234 3.8066 0.5779 0.01 0.07 0.03
H -3.8145 5.2598 1.4497 0.03 -0.13 0.04
H -3.7767 3.0369 3.5400 0.06 0.12 0.02
H -3.2103 4.7158 3.4921 0.00 -0.10 -0.08
```
Forces are in eV/Å.

Output
ΔE to the lowest compared entry with this formula, charge and spin in kcal per mole: 84.5
⟨S²⟩: 0.790
2S+1: 2
E_LUMO (alpha / beta) in Ha: -0.1690 / -0.1526
Orbital gap (alpha / beta) in eV: 6.3 / 6.7
HOMO energy (alpha / beta) in eV: -10.901 / -10.858
Charge: +1
E in eV: -70352.285
Maximum force in eV Å⁻¹: 4.5

Results of the Mulliken charge analysis, in e, for atoms 1 through 4: 0.97 -1.47 0.93 -0.75


[2]
C30H31O3P2Ta as an isolated structure, computed with ωB97M-V with the def2-TZVPD basis set.

```
67
Properties=species:S:1:pos:R:3:forces:R:3
Ta 0.5660 0.5695 1.0603 -0.70 0.17 -0.44
O 1.5334 -1.1084 2.5292 -0.05 0.35 0.05
C 0.3765 -0.9134 2.9063 0.17 -1.61 0.72
O -0.1028 0.3168 2.8754 -0.11 0.82 -0.25
C -0.6344 -1.9956 3.0759 -0.07 0.11 -0.10
C -0.9030 -2.6661 4.2558 0.15 0.03 -0.01
C -1.8832 -3.6483 4.2588 -0.01 -0.03 0.02
C -2.5728 -3.9599 3.0958 -0.03 -0.03 -0.01
C -2.3006 -3.2864 1.9146 0.10 0.04 0.03
C -1.3359 -2.2831 1.8990 -0.11 0.03 -0.07
P -0.9076 -1.4378 0.3278 0.04 -0.19 0.03
C -0.0359 -2.7058 -0.6300 -0.07 0.23 -0.03
C 1.3514 -2.7965 -0.5245 -0.11 0.00 -0.03
C 2.0262 -3.8160 -1.1762 0.10 -0.02 0.00
C 1.3212 -4.7418 -1.9323 -0.01 0.02 0.00
C -0.0612 -4.6580 -2.0290 -0.07 -0.02 -0.02
C -0.7455 -3.6427 -1.3808 0.07 0.04 0.04
C -2.4584 -1.0560 -0.5140 0.03 0.04 0.09
C -3.6183 -0.8125 0.2225 0.12 -0.02 -0.03
C -4.7833 -0.4455 -0.4333 -0.06 0.01 0.02
C -4.7928 -0.3115 -1.8148 -0.02 0.01 0.02
C -3.6324 -0.5291 -2.5464 0.00 0.01 -0.05
C -2.4627 -0.8968 -1.9009 0.04 0.05 0.07
H -0.3513 -2.4310 5.1563 -0.03 -0.01 0.01
H -2.1084 -4.1767 5.1751 0.02 0.01 0.00
H -3.3293 -4.7329 3.1079 0.00 0.00 0.00
H -2.8391 -3.5390 1.0099 -0.02 -0.01 0.01
H 1.8990 -2.0956 0.0973 0.03 -0.01 0.02
H 3.1013 -3.9002 -1.0874 0.00 0.02 -0.01
H 1.8491 -5.5336 -2.4465 0.01 -0.01 0.02
H -0.6112 -5.3875 -2.6084 0.02 0.01 -0.01
H -1.8231 -3.5800 -1.4570 -0.01 -0.02 -0.04
H -3.6111 -0.9163 1.3006 -0.05 -0.01 -0.01
H -5.6874 -0.2730 0.1354 0.01 0.00 -0.01
H -5.7080 -0.0387 -2.3231 0.01 0.00 0.00
H -3.6442 -0.4217 -3.6229 0.02 -0.01 0.00
H -1.5585 -1.0673 -2.4730 -0.02 -0.03 -0.04
C 3.8228 0.1931 -0.8279 -0.12 0.12 0.04
P 2.9123 1.3245 0.2677 0.84 0.11 -0.12
C 3.9604 1.4858 1.7450 -0.11 -0.03 -0.03
C 2.8372 2.9471 -0.5222 -0.09 -0.12 0.06
C 2.5976 4.0672 0.2746 0.01 -0.04 -0.01
C 2.4750 5.3155 -0.3124 0.00 0.04 0.03
C 2.5793 5.4482 -1.6914 0.00 -0.02 0.02
C 2.8105 4.3326 -2.4843 -0.01 0.05 -0.06
C 2.9334 3.0792 -1.9052 0.05 -0.08 0.05
H 3.2565 -0.0232 -1.7326 0.02 -0.02 -0.01
H 4.0120 -0.7392 -0.2966 -0.01 0.00 0.01
H 4.7752 0.6544 -1.0913 0.00 0.00 -0.02
H 4.9182 1.9280 1.4720 -0.01 0.02 -0.04
H 4.1202 0.4935 2.1673 -0.02 0.01 0.04
H 3.4797 2.1126 2.4957 0.03 0.00 0.02
H 2.5222 3.9760 1.3523 0.00 0.02 0.00
H 2.3123 6.1876 0.3068 -0.01 -0.01 -0.01
H 2.4898 6.4261 -2.1456 0.01 -0.01 -0.01
H 2.9065 4.4416 -3.5566 0.00 -0.01 0.01
H 3.1218 2.2161 -2.5316 -0.01 0.03 -0.02
C -0.9969 3.5287 -1.6251 -0.13 0.15 -0.09
O -0.2380 2.4908 -0.9640 -0.27 -0.13 0.06
C -0.6648 1.9443 0.1639 0.41 0.12 -0.01
C -1.9802 2.3547 0.7277 -0.10 0.00 0.02
H -2.0311 3.2251 -1.7717 0.01 -0.05 -0.02
H -0.5184 3.6885 -2.5848 0.06 -0.06 0.01
H -0.9551 4.4465 -1.0399 0.04 -0.04 0.03
H -2.0321 3.4360 0.8769 0.04 0.00 0.02
H -2.1578 1.8616 1.6838 -0.03 0.02 0.00
H -2.7905 2.0755 0.0460 0.02 -0.05 0.00
```
Forces are in eV/Å.

Output
E_LUMO (alpha / beta) in Ha: -0.2696 / -0.2610
Orbital gap (alpha / beta) in eV: 6.6 / 6.7
HOMO energy (alpha / beta) in eV: -13.899 / -13.769
Charge: +2
E in eV: -57869.788
Maximum force in eV Å⁻¹: 1.8

Results of the natural (NBO) charge analysis, in e, for atoms 1 through 4: 1.51 -0.57 0.76 -0.68


> The lowest maximum force belongs to which entry?

C30H31O3P2Ta


> Which value of charge does entry 1 give?

+1